{"formula": "C20H4F4GdN5O5", "method": "ωB97M-V with the def2-TZVPD basis set", "de_lowest_kcal_mol": 0.0, "multiplicity": 8, "e_homo_ev": [-14.317, -14.313], "total_charge": 2, "e_lumo_ev": [-10.04, -8.26], "species": ["Gd", "O", "C", "O", "C", "C", "C", "C", "C", "N", "C", "O", "O", "H", "H", "H", "H", "O", "C", "F", "C", "C", "F", "C", "C", "C", "F", "C", "C", "C", "N", "C", "N", "F", "C", "C", "N", "C", "N"], "xyz": [[-0.41246, 3.13925, -0.55625], [-2.74631, 3.54654, 3.24609], [-1.91152, 3.62419, 2.26280], [-2.17214, 3.28305, 1.11274], [-0.62067, 4.30773, 2.52902], [-0.30167, 5.03307, 3.66365], [0.99566, 5.62481, 3.67206], [1.86117, 5.46320, 2.62347], [1.43363, 4.65353, 1.58858], [0.24533, 4.11291, 1.59122], [2.28193, 4.29953, 0.35915], [3.36708, 4.72494, 0.12762], [1.61178, 3.56349, -0.52232], [-3.56405, 3.11777, 2.94722], [-1.00364, 5.12726, 4.45530], [1.18818, 6.25919, 4.56369], [2.84946, 5.96995, 2.53244], [-0.43540, 4.45712, -4.81308], [-0.23745, 3.94793, -3.81915], [-0.49008, -2.36089, 0.44469], [-0.23711, -3.31267, -0.40532], [-0.38677, -4.58834, -0.05886], [-0.74123, -4.86494, 1.17934], [-0.21163, -5.61030, -1.00813], [0.35669, -5.21521, -2.29285], [0.47803, -3.88309, -2.65587], [0.71936, -3.57045, -3.88790], [0.12513, -2.85859, -1.73364], [0.22818, -1.55578, -2.10497], [-0.05691, -0.39844, -1.30351], [-0.41515, 0.60955, -0.73735], [0.65360, -1.12124, -3.41283], [0.75099, -0.56151, -4.40234], [0.68315, -6.17615, -3.17174], [-0.56658, -6.88031, -0.69120], [-0.23893, -8.05970, -1.41895], [0.15552, -9.07673, -1.80305], [-1.37062, -7.19210, 0.47276], [-1.86453, -7.57859, 1.42746]], "lowdin_spin": [7.19, 0.00, 0.00, -0.01, 0.00, 0.00, 0.00, 0.00, 0.00, -0.02, 0.00, -0.02, -0.11, 0.00, 0.00, 0.00, 0.00, 0.00, 0.00, 0.00, 0.00, 0.00, 0.00, 0.00, 0.00, 0.00, 0.00, 0.00, 0.01, 0.00, -0.01, 0.00, 0.00, 0.00, -0.01, 0.00, -0.01, 0.00, 0.00]}

=====

{"formula": "C12H12F5O12", "method": "ωB97M-V with the def2-TZVPD basis set", "de_lowest_kcal_mol": 46.4, "e_homo_ev": -7.131, "total_charge": -1, "e_lumo_ev": 2.55, "species": ["F", "C", "C", "O", "C", "O", "O", "F", "H", "H", "H", "C", "C", "O", "C", "O", "O", "F", "H", "H", "H", "C", "C", "O", "C", "O", "O", "F", "H", "H", "H", "C", "C", "O", "C", "O", "O", "F", "H", "H", "H"], "xyz": [[0.20599, -0.60438, -0.22234], [-1.65478, -0.23142, 2.69475], [-1.50856, 1.13561, 1.99735], [-1.37179, 1.98625, 3.11252], [-1.32126, 1.31021, 4.17498], [-1.26028, 1.78926, 5.28213], [-1.65134, 0.06605, 4.13519], [-2.79557, 1.46428, 1.51251], [-0.99873, -1.04882, 2.41197], [-2.69903, -0.55857, 2.44579], [-0.87570, 1.01995, 1.26116], [3.97542, -1.68576, -0.75651], [3.58217, -1.30557, 0.68038], [4.33441, -0.22635, 1.06338], [4.95421, 0.25127, -0.01954], [5.76752, 1.20541, 0.13397], [4.68105, -0.43932, -1.10172], [3.84754, -2.39327, 1.42917], [3.07484, -1.62766, -1.47714], [4.45206, -2.54373, -0.85330], [2.53067, -0.97885, 0.91576], [0.88286, 0.87641, -2.92977], [1.39836, 1.90751, -1.84500], [0.61729, 3.02593, -2.12135], [-0.14544, 2.91743, -3.21167], [-0.97340, 3.71327, -3.59574], [0.08741, 1.75782, -3.79520], [2.67465, 2.18156, -1.99581], [0.26124, 0.13538, -2.44820], [1.94906, 0.50014, -3.46731], [1.15090, 1.65135, -0.68787], [-2.70127, -2.31062, -0.01175], [-2.81781, -1.13809, -0.99270], [-4.06875, -0.64579, -0.76512], [-4.62976, -1.09994, 0.29886], [-5.65785, -0.64907, 0.76306], [-3.78908, -1.92634, 0.95325], [-2.60235, -1.51186, -2.26012], [-1.68385, -2.47956, 0.50119], [-2.94671, -3.05429, -0.51884], [-2.27433, -0.43583, -0.69038]], "mulliken_charge": [-0.86, 0.02, 0.82, -0.33, 0.54, -0.64, -0.35, -0.31, 0.10, 0.07, 0.04, -0.34, 0.67, -0.33, 0.72, -0.64, -0.34, -0.32, 0.14, 0.37, 0.05, -0.04, 0.81, -0.36, 0.63, -0.58, -0.37, -0.32, 0.07, 0.21, -0.11, -0.66, 0.50, -0.36, 0.72, -0.60, -0.43, -0.33, 0.09, 0.70, 0.32]}

=====

{"formula": "C7H12N3OS", "method": "ωB97M-V with the def2-TZVPD basis set", "de_lowest_kcal_mol": 54.0, "e_homo_ev": -12.878, "total_charge": 1, "e_lumo_ev": -5.07, "species": ["C", "C", "C", "C", "C", "C", "C", "N", "N", "N", "O", "S", "H", "H", "H", "H", "H", "H", "H", "H", "H", "H", "H", "H"], "xyz": [[-1.47121, -0.32752, -3.31834], [-2.10051, 0.84135, -2.91092], [-0.81032, -0.33127, -1.15703], [-0.11275, 0.38475, 1.29846], [1.04471, 1.41217, 1.63312], [2.18172, -1.51914, 0.42797], [0.06128, -0.46213, -0.12256], [-0.75312, -0.93735, -2.33455], [-1.45147, 1.03659, 1.25328], [0.93611, -1.42398, -0.20186], [-0.00619, -0.72948, 2.19366], [-1.89519, 1.23647, -1.28300], [-1.24153, -0.60337, -4.37109], [-2.71879, 1.51853, -3.53722], [1.86174, 0.85920, 1.97302], [1.32310, 1.97661, 0.77850], [0.75153, 2.17268, 2.35697], [2.95553, -1.32043, -0.25566], [2.22456, -1.01521, 1.40008], [2.16581, -2.60310, 0.63778], [-2.22220, 0.39290, 1.58984], [-1.59611, 1.86071, 1.87217], [0.80455, -1.99359, -0.98635], [0.06874, -0.42539, 3.06374]], "mulliken_charge": [-0.50, 0.00, 0.55, 0.72, -1.32, -0.92, -0.03, -0.51, -0.59, -0.12, -0.57, 0.12, 0.36, 0.37, 0.38, 0.37, 0.44, 0.31, 0.34, 0.39, 0.28, 0.26, 0.33, 0.34]}

=====

{"formula": "CH4N3", "method": "ωB97M-V with the def2-TZVPD basis set", "de_lowest_kcal_mol": 106.4, "multiplicity": 3, "e_homo_ev": [-11.925, -17.413], "total_charge": 1, "e_lumo_ev": [-4.52, -8.37], "species": ["C", "N", "N", "N", "H", "H", "H", "H"], "xyz": [[-1.33649, 0.72023, -0.02039], [-1.38237, -0.40623, 0.46940], [-0.34815, -0.16277, -0.59431], [0.97624, -0.34210, 0.01172], [-1.74156, 1.63781, -0.21848], [0.95787, -1.37349, 0.49843], [1.23278, 0.46948, 0.68951], [1.64168, -0.54292, -0.83587]], "lowdin_spin": [0.68, 0.76, 0.40, 0.10, 0.04, 0.00, 0.02, 0.00]}

=====

{"formula": "CClN3S", "method": "ωB97M-V with the def2-TZVPD basis set", "de_lowest_kcal_mol": 10.3, "e_homo_ev": -8.486, "total_charge": 0, "e_lumo_ev": 0.24, "smiles": "[S-][N+]#CCl.N#N", "species": ["C", "N", "N", "N", "S", "Cl"], "xyz": [[-0.68735, -0.55393, -0.07596], [0.36965, 1.70455, -0.48567], [0.25553, -1.22971, -0.00687], [0.79921, 2.20855, 0.35083], [1.38497, -2.25730, 0.10386], [-2.12201, 0.12783, 0.11383]], "mulliken_charge": [0.36, 0.03, -0.04, -0.04, -0.20, -0.10]}

=====

{"formula": "C5H7N2O", "method": "ωB97M-V with the def2-TZVPD basis set", "de_lowest_kcal_mol": 41.0, "multiplicity": 3, "e_homo_ev": [-12.507, -14.698], "total_charge": 1, "e_lumo_ev": [-5.18, -8.35], "species": ["C", "C", "C", "C", "C", "N", "N", "O", "H", "H", "H", "H", "H", "H", "H"], "xyz": [[-0.47608, -0.00925, -0.43571], [-1.49149, -1.15797, -0.04571], [-1.59129, 0.94819, -0.43173], [-2.51807, -0.14963, 0.06688], [3.00224, -0.75448, 0.15105], [0.72146, -0.15411, -0.40793], [1.80813, -0.53395, -0.63649], [-1.34344, -2.29379, 0.19419], [-1.61899, 1.85199, 0.16906], [-1.87476, 1.27717, -1.38490], [-3.42929, -0.18428, -0.60449], [-2.93970, 0.08928, 1.13563], [2.96136, -1.27513, 1.10599], [3.63163, -1.56439, -0.34566], [3.61434, 0.05675, 0.19227]], "lowdin_spin": [0.28, 0.06, 0.07, 0.01, 0.12, 0.41, 0.89, 0.07, 0.01, 0.02, 0.00, 0.00, 0.03, 0.02, 0.02]}

=====

{"formula": "C18H24MnN3OS2", "method": "ωB97M-V with the def2-TZVPD basis set", "multiplicity": 5, "e_homo_ev": [-12.705, -12.775], "total_charge": 2, "e_lumo_ev": [-7.54, -7.13], "species": ["Mn", "C", "C", "N", "C", "C", "S", "C", "C", "N", "H", "H", "H", "H", "H", "H", "H", "H", "H", "H", "H", "H", "H", "H", "C", "C", "O", "S", "C", "C", "C", "C", "C", "C", "C", "C", "H", "H", "H", "H", "H", "H", "H", "C", "C", "N", "H", "H", "H"], "xyz": [[-0.86364, 1.93437, -0.84609], [-2.50826, 0.90071, -3.31350], [-2.87647, 2.36923, -3.05451], [-1.82134, 3.10970, -2.32334], [-0.81255, 3.74274, -3.19667], [0.14927, 2.74968, -3.82587], [0.91529, 1.64613, -2.56224], [0.43529, -0.02575, -3.16454], [-0.79576, -0.66658, -2.50911], [-1.83499, 0.30894, -2.13752], [-1.84228, 0.81030, -4.17110], [-3.42490, 0.35966, -3.56658], [-3.78673, 2.39725, -2.44809], [-3.09749, 2.86211, -4.00951], [-2.30162, 3.89208, -1.87403], [-0.24335, 4.45554, -2.58892], [-1.29011, 4.31304, -4.00615], [0.96371, 3.29123, -4.30649], [-0.33733, 2.12843, -4.57082], [1.30557, -0.65100, -2.97031], [0.34173, 0.07345, -4.24360], [-0.48703, -1.16472, -1.58756], [-1.19014, -1.41664, -3.20708], [-2.52860, -0.18243, -1.56444], [2.65636, -6.16157, 5.40698], [2.32638, -4.98738, 4.58113], [1.30229, -4.41487, 4.42578], [3.80777, -4.41349, 3.57880], [3.05774, -3.02930, 2.79331], [3.04426, -2.97610, 1.39720], [2.31881, -1.99785, 0.75926], [1.62160, -1.02533, 1.50269], [1.72281, -1.03749, 2.90600], [2.41613, -2.03993, 3.54493], [0.82708, -0.06849, 0.84970], [0.10991, 0.73354, 0.25199], [1.84204, -6.36027, 6.10330], [3.59606, -6.02149, 5.93957], [2.77228, -7.02975, 4.75413], [3.56966, -3.72942, 0.83066], [2.25247, -1.99767, -0.31834], [1.22418, -0.27592, 3.48474], [2.48437, -2.05563, 4.62276], [-2.68528, 3.80059, 2.83526], [-2.14602, 3.24381, 1.65280], [-1.70626, 2.77829, 0.68966], [-2.94435, 2.99566, 3.52560], [-3.58476, 4.37812, 2.61493], [-1.95379, 4.45449, 3.31521]], "lowdin_spin": [3.76, 0.00, 0.00, 0.00, 0.01, 0.00, -0.02, 0.00, 0.00, 0.04, 0.00, 0.00, 0.00, 0.00, 0.00, 0.00, 0.00, 0.00, 0.00, 0.00, 0.00, 0.00, 0.00, 0.00, 0.00, 0.00, 0.00, 0.01, 0.03, 0.00, 0.03, 0.02, 0.03, 0.00, 0.15, -0.11, 0.00, 0.00, 0.00, 0.00, 0.00, 0.00, 0.00, 0.01, 0.04, 0.00, 0.00, 0.00, 0.00]}

=====

{"formula": "C7H18FeN3", "method": "ωB97M-V with the def2-TZVPD basis set", "multiplicity": 5, "e_homo_ev": [0.088, -2.424], "total_charge": -1, "e_lumo_ev": [3.44, 3.39], "species": ["C", "Fe", "N", "N", "H", "H", "H", "H", "H", "H", "H", "H", "H", "H", "C", "C", "C", "C", "C", "C", "N", "H", "H", "H", "H", "H", "H", "H", "H"], "xyz": [[0.59652, -0.61913, 2.02443], [-0.11734, -0.41763, -0.47700], [-0.57357, 1.00420, -1.99547], [-2.08667, -1.12582, -0.03133], [-0.15262, 0.71840, -2.88942], [0.32876, 0.36071, 1.60011], [1.56280, -0.48257, 2.52649], [0.71840, -1.44594, 1.30114], [-0.15703, -0.87711, 2.77786], [-2.47730, -1.69464, -0.79277], [-2.66743, -0.28603, 0.05970], [-2.17571, -1.65957, 0.84244], [-1.56958, 1.16869, -2.16197], [-0.14674, 1.90709, -1.75603], [2.63017, 1.84714, -0.59284], [2.75406, 0.46227, -1.08441], [3.89779, -0.12355, -1.65993], [3.58655, -1.47738, -1.93499], [2.25828, -1.68607, -1.52398], [1.44211, -2.90916, -1.52848], [1.75547, -0.49600, -1.03392], [1.67275, 2.02654, -0.08418], [2.72490, 2.56749, -1.42095], [3.43581, 2.08665, 0.11953], [4.83344, 0.38749, -1.85500], [4.21306, -2.24160, -2.38036], [1.99833, -3.72864, -1.99218], [1.16966, -3.23199, -0.50898], [0.50918, -2.77218, -2.10146]], "lowdin_spin": [0.07, 3.27, 0.07, 0.10, 0.02, 0.00, 0.00, 0.01, 0.01, 0.09, 0.11, 0.06, 0.06, 0.01, 0.01, 0.01, 0.00, 0.00, 0.02, 0.02, 0.03, 0.00, 0.00, 0.00, 0.00, 0.00, 0.00, 0.00, 0.01]}